80
Properties=species:S:1:pos:R:3:forces:R:3:lowdin_charge:R:1 method="wB97M-V/def2-TZVPD" max_force_ev_per_a=2.72 de_lowest_kcal_mol=36.1 homo_ev=-10.92 total_charge=+1
Ti -0.20607 -0.32520 0.91771 1.44 -1.49 -1.76 1.1577
C -1.96308 3.50751 1.98389 -0.01 0.05 -0.05 0.0346
C -1.66324 2.12053 1.56472 -0.20 -0.15 -0.07 -0.2395
N -0.51563 1.69926 1.17762 -0.12 0.63 0.28 -0.1088
O 0.51893 2.56984 1.21903 0.06 0.00 0.04 -0.0044
B 1.28978 2.43422 2.51450 -0.04 -0.09 -0.05 -1.0864
F 0.39195 2.58486 3.57266 0.02 0.01 0.01 0.1612
F 2.31417 3.30911 2.47691 0.04 0.03 0.01 0.2276
O 1.86630 1.03222 2.60834 -0.07 0.10 0.10 0.0870
N 0.90093 0.09526 2.64806 -0.02 0.40 0.53 -0.0442
C 0.83221 -0.66078 3.67914 0.03 -0.17 -0.04 -0.1746
C 1.71490 -0.48201 4.85841 -0.02 -0.01 0.01 0.0458
C -0.13391 -1.77722 3.48577 0.09 0.08 0.08 -0.1704
N -0.75608 -1.68596 2.37072 0.05 -0.17 0.42 -0.0578
O -1.45545 -2.74092 1.93234 -0.04 0.03 -0.14 0.1063
B -2.86820 -2.53619 1.46192 0.00 0.11 0.01 -1.0595
F -3.74060 -2.97727 2.41409 -0.02 -0.01 0.03 0.1952
F -3.00086 -3.20657 0.26197 0.01 -0.01 -0.06 0.1763
O -3.21125 -1.06947 1.24018 -0.01 -0.06 0.02 0.0593
N -2.30123 -0.09264 1.23062 -0.44 0.01 0.40 -0.0411
C -2.72168 1.07173 1.57354 0.09 0.19 -0.15 -0.2052
C -4.11378 1.38367 1.98451 -0.02 0.02 0.00 0.0361
C -0.27718 -2.94808 4.38213 -0.01 -0.01 0.01 0.0464
H -1.06564 4.11389 1.97821 0.00 0.00 -0.01 0.1019
H -2.39144 3.50275 2.98724 0.01 0.01 0.00 0.1135
H -2.70439 3.93341 1.30271 -0.01 0.00 0.02 0.1094
H 1.70089 0.56595 5.15758 0.01 0.00 0.00 0.1075
H 2.74391 -0.72305 4.58300 0.00 -0.01 0.00 0.1166
H 1.41135 -1.11028 5.68996 0.00 0.01 0.00 0.0838
H -4.74799 0.50781 1.90602 0.01 0.00 0.00 0.0949
H -4.51284 2.19264 1.36974 0.00 0.00 0.01 0.1054
H -4.11585 1.73515 3.01853 -0.01 0.01 0.00 0.1106
H 0.31740 -3.77100 3.97489 0.02 0.00 0.02 0.1132
H -1.31455 -3.27864 4.39619 0.00 0.00 0.00 0.1065
H 0.06478 -2.73028 5.38912 -0.01 -0.01 0.00 0.0864
Cl 6.65006 -1.10058 -1.26023 -0.03 0.01 0.00 0.7059
C 5.04361 -1.23011 -0.62977 -0.01 -0.05 0.04 -0.6408
C 4.11282 -0.25274 -0.94731 0.06 -0.07 0.10 -0.0817
C 2.84716 -0.39856 -0.42716 0.00 0.12 -0.12 -0.4636
Cl 1.58559 0.73768 -0.77788 0.06 -0.24 0.39 0.9899
C 2.46470 -1.46422 0.36952 -0.14 -0.04 0.32 -0.4222
O 1.20843 -1.56979 0.80840 -0.81 0.40 -0.54 -0.2190
C 3.43077 -2.41325 0.68195 0.09 -0.16 0.09 -0.5615
Cl 3.00584 -3.73728 1.71358 0.00 0.08 -0.06 0.7418
C 4.71704 -2.30558 0.18352 0.02 0.02 -0.01 -0.1028
H 4.36550 0.58705 -1.57905 -0.02 -0.19 0.21 0.0739
H 5.45836 -3.05116 0.43140 0.00 -0.01 0.00 0.1146
N -2.11067 1.70916 -4.12832 0.03 0.03 0.05 0.0959
C -1.06941 2.04203 -3.32756 0.15 -0.18 -0.01 -0.8254
S -1.32605 2.53544 -1.74456 0.03 0.20 0.01 0.7127
N 0.13838 1.85721 -3.89810 -0.02 0.15 -0.06 0.0723
C 1.45177 2.17769 -3.45242 0.01 0.02 -0.05 -0.2990
C 1.74779 3.21467 -2.57810 -0.01 0.09 -0.23 -0.0900
C 3.06833 3.42963 -2.20782 0.01 0.07 0.00 -0.0675
C 4.09149 2.63851 -2.70704 -0.08 0.15 -0.11 -0.0998
C 3.78944 1.62079 -3.60243 -0.08 0.12 -0.19 -0.0985
C 2.47542 1.39068 -3.97220 0.05 -0.01 0.00 -0.0384
H -3.02833 1.92081 -3.77924 -0.01 0.01 -0.01 0.0882
H -1.99604 1.66312 -5.12791 -0.01 0.02 -0.01 0.1106
H 0.13318 1.35773 -4.77511 -0.02 0.06 -0.05 0.1445
H 0.96723 3.84098 -2.18078 -0.05 0.03 0.02 0.0771
H 3.29231 4.23290 -1.51846 0.00 -0.01 0.00 0.1178
H 5.11649 2.82195 -2.41431 0.02 0.01 0.01 0.1165
H 4.57568 1.00073 -4.01302 0.00 -0.01 -0.01 0.1180
H 2.24177 0.58456 -4.65915 0.00 -0.01 0.01 0.1193
C -3.75872 -2.65179 -2.80641 0.01 -0.02 -0.01 -0.0009
N -2.45129 -2.24033 -2.34013 0.02 -0.05 0.05 -0.0829
C -1.28800 -3.09233 -2.28287 -0.02 -0.03 0.02 -0.0137
C -0.26179 -2.13828 -1.70232 -0.03 0.01 0.08 -0.4233
O 0.92355 -2.28994 -1.75193 0.06 0.03 -0.02 0.1218
N -0.95661 -1.03783 -1.12641 -0.01 -0.17 0.40 0.0873
C -2.20875 -1.13173 -1.64727 -0.05 0.25 -0.17 -0.4088
N -3.11365 -0.15253 -1.60529 -0.19 -0.31 0.35 0.2128
H -3.64331 -3.54835 -3.40910 0.00 0.00 -0.01 0.1029
H -4.20074 -1.87797 -3.43548 0.00 0.01 0.00 0.0949
H -4.41804 -2.88115 -1.96656 0.00 -0.01 0.00 0.1011
H -0.98435 -3.45027 -3.26480 -0.01 0.01 -0.01 0.1469
H -1.42898 -3.93535 -1.60056 0.01 0.00 0.00 0.1493
H -2.85367 0.72973 -1.19241 0.14 0.16 -0.06 0.0091
H -4.09085 -0.38611 -1.66086 0.02 0.00 -0.08 0.1231



95
Properties=species:S:1:pos:R:3:forces:R:3:lowdin_charge:R:1 method="wB97M-V/def2-TZVPD" max_force_ev_per_a=0.47 smiles=FC(F)C(F)(F)COC(F)(F)C(F)F.FC(F)C(F)(F)COC(F)(F)C(F)F.FC(F)C(F)(F)COC(F)(F)C(F)F.FC(F)C(F)(F)COC(F)(F)C(F)F.COC[Si@@H](COO)[C@H](C)F homo_ev=-9.77
C -2.16616 0.42156 -1.70066 0.02 -0.01 0.04 -0.1172
O -2.48420 0.40573 -3.07302 -0.04 0.00 -0.02 -0.2455
C -2.35973 1.69736 -3.64874 0.00 0.03 0.03 -0.2906
Si -0.55588 2.18929 -4.02623 0.02 -0.04 -0.07 0.8120
C -0.06405 3.70699 -3.00170 0.07 0.08 0.10 -0.2952
O -0.01315 3.31601 -1.63750 -0.18 0.03 0.04 -0.2284
O -0.05082 4.49821 -0.81607 0.19 -0.02 -0.16 -0.0334
C 0.60820 0.70013 -3.75810 -0.04 0.04 0.21 -0.4180
C 1.70564 0.87931 -2.73054 0.00 -0.01 -0.01 -0.0716
F 1.20909 0.39113 -5.00223 0.06 -0.03 -0.13 -0.1057
H -1.15772 0.81815 -1.52145 0.00 0.00 0.03 0.0702
H -2.87748 1.04066 -1.14098 0.01 0.00 0.01 0.0978
H -2.21520 -0.59928 -1.33333 -0.01 -0.04 0.00 0.0837
H -2.91867 1.68324 -4.58581 -0.01 -0.04 -0.01 0.0842
H -2.84499 2.44484 -3.00300 0.02 0.01 -0.05 0.0876
H -0.44101 2.61224 -5.44027 0.00 0.03 0.02 0.0136
H -0.83795 4.47194 -3.14232 0.02 -0.03 -0.03 0.0886
H 0.89380 4.13443 -3.32236 -0.03 0.01 0.04 0.0850
H -0.94233 4.44667 -0.44915 -0.09 -0.02 0.04 0.1031
H -0.00509 -0.16564 -3.49656 0.02 -0.05 -0.03 0.1055
H 2.35936 0.00590 -2.72542 -0.01 0.01 0.00 0.0632
H 2.30562 1.76904 -2.92482 0.02 0.01 -0.04 0.0821
H 1.27104 0.98915 -1.73702 -0.01 0.01 0.02 0.0756
C -5.22548 -3.72112 2.28222 0.01 -0.28 -0.03 -0.0296
C -6.20391 -2.56202 2.50605 -0.11 0.00 -0.05 -0.4429
C -6.58338 -1.70438 1.29003 0.02 -0.05 0.05 -0.3057
F -5.49853 -1.06800 0.80225 0.01 0.02 -0.02 0.0919
F -7.47802 -0.77228 1.67798 -0.02 0.01 0.01 0.1038
F -5.78114 -1.77406 3.50810 0.01 0.03 0.06 0.1459
F -7.37845 -3.15264 2.89105 0.03 0.04 -0.01 0.0989
O -3.87191 -3.45026 2.60374 -0.14 0.33 0.23 0.0261
C -2.98487 -2.97490 1.68488 0.19 -0.14 0.00 -0.5472
C -2.35450 -1.65015 2.14817 -0.04 -0.07 -0.01 -0.2754
F -3.31277 -0.72553 2.34594 0.00 0.01 0.03 0.1044
F -1.53366 -1.20538 1.17072 0.08 0.02 -0.01 0.0972
F -3.52661 -2.86174 0.46408 -0.01 0.05 -0.12 0.1558
F -1.96675 -3.86787 1.59429 -0.04 -0.01 -0.06 0.1431
H -5.53293 -4.48290 2.99729 0.04 -0.01 -0.02 0.1517
H -5.33134 -4.13410 1.27929 -0.01 0.08 -0.02 0.1498
H -7.02706 -2.32174 0.50525 0.00 0.00 -0.01 0.1735
H -1.78837 -1.80383 3.06830 0.01 0.00 0.01 0.1686
C 3.70276 -1.60791 -5.17470 -0.31 0.22 0.01 -0.0428
C 4.87370 -1.91553 -6.11230 0.02 -0.03 -0.06 -0.4406
C 4.86708 -3.27222 -6.82895 -0.01 0.06 0.03 -0.3074
F 4.93799 -4.27866 -5.93409 0.01 -0.03 0.02 0.0953
F 5.94760 -3.34952 -7.63478 0.01 0.01 -0.02 0.1003
F 6.04883 -1.73793 -5.48247 0.04 0.02 0.01 0.1433
F 4.78626 -0.99222 -7.12061 0.03 -0.02 0.02 0.0987
O 3.94441 -1.83005 -3.79556 0.46 -0.07 -0.09 0.0411
C 3.64116 -3.00459 -3.18376 -0.21 0.03 0.12 -0.5492
C 4.86952 -3.60251 -2.47736 -0.06 0.08 0.01 -0.2874
F 5.84793 -3.83579 -3.37090 0.02 0.00 -0.04 0.1048
F 4.51845 -4.77674 -1.91064 -0.02 -0.02 0.02 0.1006
F 3.07883 -3.89325 -4.01731 -0.01 -0.08 -0.04 0.1549
F 2.72864 -2.74424 -2.20787 -0.02 -0.04 -0.03 0.1298
H 3.54328 -0.53446 -5.25729 -0.03 -0.03 0.01 0.1368
H 2.79236 -2.09947 -5.51559 0.04 -0.06 0.00 0.1484
H 3.96343 -3.38452 -7.43283 -0.01 -0.01 0.00 0.1725
H 5.22749 -2.91685 -1.70774 0.02 0.01 0.00 0.1747
C -2.37709 -3.84314 7.74438 0.12 0.22 -0.01 -0.0356
C -3.23039 -4.92025 8.42548 0.00 -0.02 0.09 -0.4435
C -2.50831 -6.16768 8.95360 -0.02 0.07 -0.01 -0.3097
F -1.93533 -6.84661 7.94049 0.02 -0.03 -0.09 0.0982
F -3.41026 -6.97687 9.54656 -0.03 -0.01 0.02 0.1028
F -4.25604 -5.28203 7.63639 -0.04 -0.02 -0.03 0.1442
F -3.74456 -4.32049 9.54513 0.00 -0.02 -0.02 0.0959
O -2.36543 -3.88274 6.32859 -0.31 -0.33 0.01 0.0517
C -1.40524 -4.53928 5.62090 0.09 0.21 -0.05 -0.5400
C -2.02872 -5.53005 4.62531 0.00 0.14 0.01 -0.2877
F -2.77198 -6.44465 5.27808 0.00 -0.04 0.09 0.1063
F -1.03879 -6.16887 3.96813 0.03 -0.02 -0.01 0.1079
F -0.48982 -5.12536 6.40519 0.03 -0.07 0.04 0.1578
F -0.74551 -3.61535 4.86482 0.06 -0.01 0.01 0.1272
H -2.86763 -2.90347 7.99297 0.05 0.01 -0.02 0.1503
H -1.37252 -3.82790 8.16587 0.01 -0.06 -0.02 0.1478
H -1.74408 -5.89008 9.68362 0.01 0.00 0.00 0.1726
H -2.65175 -4.98353 3.91859 -0.03 -0.03 -0.04 0.1471
C 2.21850 6.88100 -0.63800 -0.06 -0.31 -0.07 -0.0407
C 1.51822 8.20246 -0.30717 -0.07 0.04 -0.04 -0.4377
C 1.54049 9.30678 -1.37244 0.00 -0.06 0.03 -0.3081
F 2.80400 9.71094 -1.61014 0.03 0.02 0.00 0.0968
F 0.83802 10.36774 -0.92016 -0.02 0.01 0.01 0.0997
F 1.95129 8.69218 0.86731 0.01 0.01 0.05 0.1445
F 0.18954 7.88544 -0.17165 0.03 0.03 0.01 0.0918
O 3.52802 6.73376 -0.11857 -0.05 0.39 0.25 0.0569
C 4.63364 7.07876 -0.82947 0.10 -0.20 -0.08 -0.5503
C 5.50937 8.07658 -0.05302 -0.03 -0.10 0.01 -0.2879
F 4.81054 9.19574 0.21275 -0.03 0.03 0.00 0.1034
F 6.57397 8.40811 -0.81437 0.03 0.00 -0.02 0.1004
F 4.33635 7.54402 -2.05440 0.00 0.06 -0.07 0.1505
F 5.38888 5.96284 -1.00346 -0.01 0.02 -0.05 0.1357
H 1.62794 6.11724 -0.13723 0.05 -0.03 -0.03 0.1290
H 2.17464 6.67949 -1.70796 0.03 0.07 -0.01 0.1460
H 1.08985 8.95281 -2.30294 0.01 0.00 -0.01 0.1720
H 5.85183 7.62475 0.87918 -0.01 0.01 0.02 0.1743



| no. | LUMO (eV) |
| --- | --- |
| 1 | -4.957 |
| 2 | 0.252 |